# C4H16F3O4V

A structure of composition C4H16F3O4V (wB97M-V/def2-TZVPD, the Open Molecules 2025 dataset).

Properties
Spin multiplicity ... 5
Net charge ... 0
Energy relative to the best compared isomer or geometry (same formula, charge and spin) ... 7.2 kcal/mol
HOMO-LUMO gap (spin up / spin down) ... 6.7741 / 5.5464 eV

The geometry in XYZ format:
```
28
C4H16F3O4V wB97M-V/def2-TZVPD
V -0.23286 0.47513 0.43339
F 0.58176 -0.77919 1.85099
F -0.99202 1.74690 -0.98479
F -1.09030 1.74163 2.00654
C -3.52816 -0.79585 0.70255
O -2.20964 -0.67455 1.29000
H -3.69012 -0.00641 -0.02136
H -3.54811 -1.76208 0.18947
H -4.25942 -0.77694 1.50938
H -2.14047 -1.34749 1.97368
C 2.48998 2.40411 1.41345
O 1.24467 2.16378 0.76094
H 3.22690 2.77562 0.69579
H 2.39113 3.10001 2.24555
H 2.88952 1.46692 1.79728
H 0.98395 3.03563 0.43600
C 1.74101 0.24960 -2.17839
O 1.60384 -0.03006 -0.78338
H 2.42957 -0.46243 -2.63895
H 0.78438 0.15253 -2.68180
H 2.09060 1.27627 -2.29996
H 2.48043 -0.18736 -0.42757
C -0.40426 -2.56062 -0.66943
O -0.78589 -1.22242 -0.99020
H -1.24085 -3.26316 -0.75613
H 0.37173 -2.92990 -1.34703
H -0.03668 -2.55055 0.35443
H -1.15068 -1.23912 -1.88044
```